C25H44N2O12P2 | ωB97M-V/def2-TZVPD

Positions of all 85 atoms, in Å:
C 1.634 3.884 -0.279
O 1.132 4.197 -1.560
C -0.274 3.991 -1.655
C -0.984 5.184 -1.042
C -1.794 5.123 0.101
C -2.059 3.797 0.793
C -3.286 3.157 0.079
C -4.548 3.967 0.343
N -4.997 4.847 -0.643
O -5.152 3.863 1.386
C -2.402 6.261 0.648
C -2.215 7.505 0.063
C -1.434 7.560 -1.073
C -0.839 6.441 -1.630
C -0.094 6.871 -2.869
O 0.487 6.165 -3.628
N -0.254 8.300 -2.998
C -1.053 8.756 -1.904
O -1.360 9.875 -1.625
H 2.494 4.525 -0.083
H 0.894 4.023 0.519
H 1.964 2.838 -0.211
H -0.509 3.900 -2.716
H -0.504 3.048 -1.154
H -2.259 3.926 1.856
H -1.243 3.090 0.664
H -3.411 2.106 0.332
H -3.104 3.250 -0.999
H -5.238 5.731 -0.212
H -4.283 5.004 -1.345
H -3.028 6.138 1.525
H -2.669 8.411 0.447
H -0.900 8.375 -3.789
O -0.738 -0.169 1.585
P -0.048 -0.667 2.807
O -0.832 -2.045 3.187
C -0.668 -3.184 2.333
C 0.687 -3.843 2.511
O -0.663 0.370 3.919
C -1.249 1.611 3.533
C -2.765 1.492 3.519
O 1.277 -0.940 3.690
C 1.387 -0.733 5.107
C 0.467 -1.590 5.944
H -0.822 -2.891 1.291
H -1.457 -3.887 2.598
H 1.486 -3.183 2.166
H 0.743 -4.769 1.936
H 0.878 -4.062 3.561
H -0.862 1.944 2.572
H -0.950 2.357 4.273
H -3.100 0.650 2.912
H -3.227 2.402 3.134
H -3.136 1.318 4.530
H 1.275 0.324 5.344
H 2.419 -0.989 5.350
H -0.578 -1.313 5.814
H 0.715 -1.468 6.999
H 0.564 -2.643 5.680
O 1.047 -5.841 -0.917
P 1.453 -5.836 -2.347
O 2.769 -6.802 -2.398
C 2.600 -8.209 -2.199
C 1.993 -8.889 -3.414
O 2.143 -4.352 -2.439
C 1.863 -3.334 -1.480
C 2.971 -3.256 -0.452
O 1.129 -5.862 -3.930
C 1.800 -5.074 -4.926
C 3.277 -5.357 -5.069
H 1.989 -8.387 -1.310
H 3.592 -8.616 -2.007
H 0.964 -8.560 -3.574
H 1.983 -9.972 -3.281
H 2.554 -8.646 -4.316
H 0.894 -3.495 -1.009
H 1.800 -2.389 -2.025
H 3.167 -4.227 0.003
H 2.715 -2.546 0.336
H 3.903 -2.932 -0.919
H 1.610 -4.015 -4.761
H 1.304 -5.327 -5.866
H 3.839 -5.035 -4.195
H 3.668 -4.820 -5.934
H 3.460 -6.423 -5.205

* total charge: 0
* structure (SMILES): COCc1c(CCC(N)=O)ccc2c1C(=O)NC2=O.CCOP(=O)(OCC)OCC.CCOP(=O)(OCC)OCC
* DFT total energy: -72769.045 eV
* orbital gap: 9.454 eV
* E_LUMO: -0.01567 hartree
* HOMO energy: -9.9 eV
* spin multiplicity: 1

C33H44O33 | ωB97M-V/def2-TZVPD

Positions of all 110 atoms, in Å:
C 3.725 1.793 1.083
C 2.723 2.844 0.923
O 1.908 2.368 -0.070
C 2.478 1.289 -0.622
O 2.050 0.699 -1.654
O 3.623 0.967 -0.042
H 3.713 1.159 1.969
H 4.696 2.289 1.067
H 3.220 3.765 0.618
H 2.302 3.132 1.887
C -4.863 1.360 0.808
C -4.193 2.735 1.097
O -2.847 2.469 1.213
C -2.623 1.169 1.292
O -1.539 0.594 1.549
O -3.780 0.482 1.055
H -5.150 1.417 -0.242
H -5.704 1.053 1.430
H -4.666 3.270 1.920
H -4.142 3.302 0.167
C -2.888 -0.901 -2.794
C -1.417 -0.922 -2.519
O -1.256 -2.049 -1.668
C -2.453 -2.356 -1.059
O -2.636 -3.034 -0.061
O -3.432 -1.644 -1.706
H -3.216 -1.289 -3.759
H -3.316 0.097 -2.700
H -1.025 -0.079 -1.950
H -0.859 -1.186 -3.417
C 0.203 0.811 0.481
C -0.297 -0.117 -0.643
O 0.342 -1.339 -0.324
C 0.901 -1.293 0.850
O 1.443 -2.280 1.383
O 0.916 -0.029 1.300
H -0.592 1.236 1.093
H 0.681 1.721 0.120
H 0.052 0.347 -1.565
H -1.385 -0.071 -0.614
C 0.495 3.124 -1.264
C -0.109 4.042 -2.237
O -1.447 4.231 -1.752
C -1.352 4.140 -0.441
O -2.242 4.463 0.333
O -0.206 3.533 -0.135
H 1.558 3.354 -1.178
H 0.315 2.085 -1.540
H -0.143 3.507 -3.186
H 0.412 4.999 -2.260
C 2.506 -2.177 3.232
C 2.936 -0.797 2.688
O 2.431 0.087 3.635
C 1.855 -0.617 4.662
O 1.393 -0.168 5.735
O 1.735 -1.873 4.306
H 3.342 -2.860 3.383
H 1.903 -2.877 2.655
H 2.452 -0.471 1.767
H 4.022 -0.694 2.685
C 2.548 -0.524 -2.887
C 1.628 -1.249 -1.921
O 0.421 -1.157 -2.653
C 0.668 -0.948 -3.967
O -0.190 -0.880 -4.857
O 1.924 -0.756 -4.194
H 3.455 -1.106 -3.051
H 2.727 0.542 -2.750
H 1.518 -0.754 -0.956
H 1.910 -2.290 -1.767
C -0.746 0.293 3.078
C -0.785 -0.322 4.487
O -0.835 0.765 5.316
C -0.686 1.880 4.657
O -0.759 3.013 5.145
O -0.593 1.693 3.383
H -1.720 0.127 2.618
H -0.013 -0.250 2.480
H 0.116 -0.919 4.627
H -1.613 -1.025 4.572
C 2.230 -4.506 0.424
C 2.711 -3.042 0.355
O 3.474 -3.102 -0.888
C 3.709 -4.294 -1.315
O 4.265 -4.654 -2.344
O 2.942 -5.179 -0.651
H 1.165 -4.700 0.295
H 2.353 -5.010 1.383
H 3.276 -2.859 1.269
H 1.925 -2.303 0.200
C -3.076 -1.495 1.322
C -1.641 -1.271 0.862
O -0.848 -1.709 1.924
C -1.583 -2.132 2.967
O -1.115 -2.517 4.029
O -2.812 -2.121 2.594
H -3.608 -2.267 0.765
H -3.658 -0.593 1.505
H -1.394 -0.247 0.583
H -1.508 -1.900 -0.018
C -0.021 1.379 -4.910
C -1.435 0.760 -4.996
O -1.974 0.909 -3.767
C -1.031 1.283 -2.899
O -1.200 1.282 -1.708
O 0.186 1.596 -3.556
H 0.081 2.256 -5.549
H 0.676 0.613 -5.252
H -1.472 -0.300 -5.249
H -2.140 1.176 -5.715

* total charge: 0
* energy relative to the best compared isomer or geometry (same formula, charge and spin): 6030.9 kJ/mol
* DFT total energy: -102439.960 eV
* orbital gap: 7.851 eV
* E_LUMO: -0.01172 hartree
* HOMO energy: -8.2 eV
* spin multiplicity: 1

C54H129N5O13 | ωB97M-V/def2-TZVPD

Positions of all 201 atoms, in Å:
O -0.823 9.043 3.169
H -1.753 8.825 3.230
H -0.607 9.413 4.025
O 1.202 7.442 -1.294
H 1.996 7.825 -1.668
H 1.006 7.991 -0.535
O -5.289 7.722 4.206
H -6.103 7.668 3.706
H -5.565 7.963 5.090
O -2.261 -4.068 -4.729
H -2.432 -3.276 -4.220
H -1.847 -3.752 -5.533
O -1.621 5.253 -3.561
H -1.936 4.405 -3.249
H -1.059 5.574 -2.856
C -3.728 0.720 1.034
C -3.149 1.712 0.043
C -2.313 2.834 0.829
C -0.858 2.557 1.262
C -0.118 1.808 0.140
C -0.868 0.718 -0.630
N -2.279 1.198 -1.024
O -2.940 0.265 -1.831
C -0.092 0.330 -1.852
C -0.994 -0.507 0.229
C -4.429 2.380 -0.662
H -3.804 -0.248 0.537
H -4.663 0.924 1.555
H -3.043 0.644 1.877
H -2.269 3.669 0.130
H -2.835 3.162 1.729
H -0.890 1.924 2.149
H -0.439 3.501 1.611
H 0.703 1.294 0.640
H 0.360 2.441 -0.607
H 0.960 0.589 -1.730
H -0.129 -0.728 -2.111
H -0.259 0.897 -2.767
H -1.805 -1.192 -0.022
H -0.125 -1.163 0.191
H -0.972 -0.274 1.293
H -5.048 2.954 0.026
H -5.120 1.742 -1.213
H -4.104 3.095 -1.418
H -3.140 0.723 -2.651
C 9.910 2.397 -1.499
C 9.769 0.878 -1.804
C 9.476 0.854 -3.381
C 10.589 1.239 -4.381
C 11.783 0.285 -4.076
C 12.182 0.267 -2.542
N 11.029 0.107 -1.595
O 11.348 0.005 -0.281
C 12.969 -1.028 -2.360
C 13.079 1.457 -2.284
C 8.448 0.310 -1.161
H 9.002 2.998 -1.448
H 10.611 2.895 -2.168
H 10.442 2.515 -0.555
H 9.201 -0.165 -3.656
H 8.591 1.475 -3.520
H 10.982 2.255 -4.345
H 10.246 1.062 -5.400
H 12.647 0.412 -4.729
H 11.389 -0.687 -4.371
H 13.457 -1.090 -1.387
H 12.296 -1.884 -2.406
H 13.682 -1.080 -3.183
H 13.524 1.653 -3.259
H 12.614 2.400 -1.999
H 13.881 1.244 -1.577
H 8.145 -0.599 -1.681
H 7.703 1.104 -1.113
H 8.584 0.018 -0.120
H 11.056 -0.892 -0.101
C 5.413 3.276 6.491
C 5.108 4.715 7.028
C 3.636 4.767 7.590
C 3.466 4.139 8.933
C 4.417 4.643 9.968
C 5.945 4.683 9.444
N 6.023 5.223 8.052
O 7.402 5.321 7.628
C 6.650 5.615 10.448
C 6.484 3.212 9.583
C 5.168 5.731 5.791
H 6.401 3.143 6.052
H 4.655 3.084 5.732
H 5.350 2.494 7.248
H 3.063 5.694 7.586
H 3.010 4.191 6.908
H 3.687 3.072 8.895
H 2.447 4.144 9.320
H 4.315 3.922 10.779
H 4.080 5.625 10.299
H 7.673 5.730 10.088
H 6.210 6.613 10.460
H 6.654 5.242 11.472
H 5.642 2.534 9.440
H 7.358 2.942 8.990
H 6.815 3.079 10.613
H 4.951 6.757 6.085
H 4.500 5.504 4.959
H 6.162 5.707 5.345
H 7.701 6.038 8.192
C -4.072 -10.347 -0.621
C -3.773 -8.906 -0.025
C -4.213 -8.783 1.495
C -3.192 -9.427 2.528
C -1.813 -8.737 2.210
C -1.325 -8.852 0.749
N -2.365 -8.508 -0.166
O -1.938 -8.606 -1.478
C -0.106 -7.957 0.680
C -0.910 -10.341 0.518
C -4.632 -7.877 -0.800
H -3.890 -10.391 -1.694
H -5.045 -10.799 -0.433
H -3.437 -11.110 -0.171
H -4.298 -7.742 1.805
H -5.228 -9.171 1.582
H -3.063 -10.504 2.419
H -3.495 -9.114 3.527
H -1.144 -9.235 2.912
H -1.904 -7.713 2.571
H 0.690 -8.254 1.363
H 0.344 -7.987 -0.312
H -0.336 -6.937 0.988
H -0.543 -10.478 -0.499
H -0.073 -10.695 1.119
H -1.664 -11.080 0.786
H -4.607 -8.085 -1.870
H -4.390 -6.815 -0.776
H -5.710 -7.821 -0.643
H -1.984 -7.703 -1.803
C -5.089 1.125 -7.869
C -6.440 0.343 -8.206
C -6.022 -0.983 -8.883
C -7.216 -1.994 -9.050
C -7.724 -2.260 -7.664
C -8.233 -0.984 -6.829
N -7.145 0.077 -6.943
O -7.564 1.238 -6.321
C -9.614 -0.614 -7.360
C -8.352 -1.489 -5.399
C -7.239 1.252 -9.187
H -4.469 1.214 -8.761
H -4.425 0.683 -7.127
H -5.270 2.139 -7.510
H -5.583 -0.750 -9.853
H -5.233 -1.494 -8.331
H -6.943 -2.945 -9.510
H -8.011 -1.650 -9.712
H -6.879 -2.757 -7.188
H -8.528 -2.996 -7.667
H -9.649 -0.318 -8.408
H -10.292 -1.455 -7.211
H -9.937 0.178 -6.685
H -7.414 -1.857 -4.981
H -8.702 -0.675 -4.765
H -8.995 -2.362 -5.287
H -7.920 0.675 -9.813
H -6.580 1.878 -9.788
H -7.807 1.992 -8.623
H -6.985 1.179 -5.558
C -4.102 3.068 9.261
C -4.485 1.992 8.284
C -3.782 0.723 8.475
O -5.850 1.867 8.398
H -4.918 3.788 9.199
H -3.220 3.650 8.994
H -4.019 2.759 10.303
H -4.082 2.448 7.379
H -4.018 0.290 9.447
H -2.711 0.685 8.278
H -4.105 -0.106 7.846
H -6.026 1.459 9.249
C -9.834 -1.847 3.125
C -9.535 -1.686 4.664
C -8.268 -2.435 5.087
O -9.313 -0.315 4.804
H -10.785 -1.394 2.845
H -9.976 -2.911 2.937
H -8.971 -1.540 2.533
H -10.363 -2.100 5.239
H -7.962 -2.431 6.133
H -7.413 -1.972 4.595
H -8.408 -3.476 4.793
H -8.755 -0.181 5.574
C 4.908 -0.107 -8.466
C 4.468 1.158 -9.116
C 5.085 1.232 -10.521
O 3.106 1.074 -9.207
H 4.393 -0.360 -7.540
H 5.968 -0.052 -8.217
H 4.673 -0.947 -9.119
H 4.664 2.058 -8.534
H 6.168 1.349 -10.542
H 4.670 2.138 -10.963
H 4.780 0.489 -11.257
H 2.856 1.979 -9.008

* total charge: 0
* DFT total energy: -92147.214 eV
* orbital gap: 8.179 eV
* E_LUMO: 0.00372 hartree
* HOMO energy: -8.1 eV
* spin multiplicity: 1